The following is a DFT calculation (ωB97M-V/def2-TZVPD) of an isolated molecule of C5H8Br2 in a non-equilibrium geometry.

Positions of all 15 atoms, in Å:
C 1.394 -0.192 0.190
C 0.283 -0.267 -0.869
C -0.025 -0.716 0.619
C -0.337 0.915 -1.505
C -0.887 0.131 1.407
Br 0.391 -1.726 -2.106
Br 0.021 -2.634 1.238
H 2.202 -0.891 0.313
H 1.797 0.736 0.675
H -1.280 0.656 -1.583
H -0.069 1.176 -2.537
H -0.226 1.816 -0.880
H -1.835 -0.235 1.314
H -0.737 1.116 1.188
H -0.692 0.114 2.537

Results
Relative energy (zero: lowest compared OMol25 entry of this formula, charge and spin) = 1.418 eV
Kohn-Sham gap = 10.20 eV
LUMO energy = 0.584 eV
HOMO energy = -0.3533 Eh


The following is a DFT calculation (ωB97M-V/def2-TZVPD) of a cluster of 2 separate species, C9H14N2O in total in a non-equilibrium geometry.

Positions of all 26 atoms, in Å:
C 0.630 0.488 2.662
C -1.564 0.213 2.808
C 0.041 0.193 1.306
C 0.180 -3.056 -0.842
C 0.948 -2.517 -0.120
C -0.866 1.636 -1.413
C 0.595 -0.052 -2.544
C -0.286 0.271 -1.240
C 0.527 0.250 0.029
N -0.498 0.396 3.555
N -1.327 0.025 1.498
O 1.950 0.233 -0.196
H 1.013 1.518 2.706
H -2.537 0.082 3.252
H -0.665 -3.287 -1.489
H 1.409 -0.149 2.869
H 1.668 -2.002 0.465
H -0.059 2.206 -1.719
H -1.545 1.736 -2.160
H -1.384 1.990 -0.486
H 1.386 -0.783 -2.349
H 1.008 0.799 -2.953
H 0.089 -0.803 -3.149
H -1.053 -0.498 -1.108
H -2.116 0.067 0.789
H 2.457 1.044 -0.172

Results
Relative energy (zero: lowest compared OMol25 entry of this formula, charge and spin) = 0.147 eV
Kohn-Sham gap (alpha / beta) = 5.04 / 8.36 eV
LUMO energy (alpha / beta) = 0.698 / -1.175 eV
Multiplicity = 3
HOMO energy (alpha / beta) = -0.1594 / -0.3505 Eh


The following is a DFT calculation (ωB97M-V/def2-TZVPD) of an isolated molecule of C12H19NSi in a non-equilibrium geometry.

Positions of all 33 atoms, in Å:
C -3.777 -1.072 0.350
C -3.400 0.265 0.162
C -2.763 -2.035 0.175
C -2.147 0.545 -0.384
C -1.260 -0.481 -0.251
C -1.687 1.903 -0.803
C -0.970 2.656 0.323
C 0.365 1.879 0.773
C 1.207 1.105 -0.289
C 1.432 -1.410 1.537
C 3.980 -0.416 0.043
C 1.942 -1.585 -1.702
N -1.492 -1.666 0.040
Si 2.088 -0.587 -0.085
H -4.724 -1.434 0.729
H -4.105 1.076 0.143
H -2.998 -3.129 0.124
H -0.899 1.804 -1.688
H -2.455 2.611 -1.256
H -0.997 3.699 -0.025
H -1.616 2.553 1.314
H 1.066 2.557 1.282
H -0.036 1.173 1.445
H 1.061 1.246 -1.311
H 2.148 -1.898 2.266
H 0.901 -0.576 1.938
H 0.690 -2.014 1.189
H 4.435 -0.354 0.952
H 4.367 -1.265 -0.436
H 4.208 0.430 -0.538
H 2.311 -1.254 -2.569
H 2.247 -2.653 -1.608
H 0.879 -1.672 -1.840

Results
Relative energy (zero: lowest compared OMol25 entry of this formula, charge and spin) = 6.112 eV
Kohn-Sham gap (alpha / beta) = 8.01 / 8.41 eV
LUMO energy (alpha / beta) = 0.096 / 0.243 eV
HOMO energy (alpha / beta) = -0.2909 / -0.3000 Eh


The following is a DFT calculation (ωB97M-V/def2-TZVPD) of a structure of composition C32H33FMgN8O8S2 in a non-equilibrium geometry.

Positions of all 85 atoms, in Å:
Mg 2.874 0.263 0.720
N -2.824 4.488 -8.697
C -2.389 4.673 -7.381
C -3.312 4.670 -6.360
C -2.885 4.575 -5.048
C -1.548 4.547 -4.719
C -0.617 4.847 -5.737
C -1.025 4.877 -7.043
S -1.392 3.834 -3.064
O -2.195 2.672 -3.077
O -1.952 4.920 -2.275
N 0.123 3.522 -2.797
C 0.617 2.296 -3.032
N 1.761 1.956 -2.384
C 2.150 0.678 -2.275
C 1.454 -0.365 -2.850
C 0.493 0.133 -3.810
N 0.047 1.363 -3.905
H -3.483 3.762 -8.841
H -2.068 4.327 -9.366
H -4.397 4.575 -6.582
H -3.635 4.480 -4.271
H 0.414 4.970 -5.528
H -0.286 5.007 -7.816
H 3.098 0.571 -1.675
H 1.620 -1.422 -2.688
H 0.029 -0.568 -4.523
C 0.311 -6.832 1.792
C 1.662 -6.418 2.342
C 1.763 -6.770 3.891
C 0.519 -6.089 4.521
C 0.185 -4.794 4.042
C -0.857 -3.946 4.622
C -1.047 -2.586 4.175
F -2.189 -1.897 4.476
C -0.268 -1.988 3.256
C 0.724 -2.836 2.548
C 1.499 -2.224 1.633
O 1.307 -0.910 1.394
C 2.464 -3.067 1.019
C 2.513 -4.379 1.329
N 1.790 -4.972 2.283
C 0.903 -4.203 3.043
C 3.738 -2.477 0.414
O 4.567 -3.329 0.095
O 3.991 -1.220 0.318
H 0.487 -7.777 1.218
H -0.045 -5.991 1.155
H -0.450 -6.922 2.609
H 2.525 -6.720 1.826
H 2.711 -6.273 4.257
H 1.868 -7.835 4.099
H 1.030 -5.994 5.724
H -0.362 -6.833 4.624
H -1.457 -4.481 5.325
H -0.387 -1.090 2.659
H 3.464 -4.803 0.978
N -5.457 -2.682 -1.440
C -5.528 -2.079 -2.818
C -6.572 -2.686 -3.843
O -7.111 -1.907 -4.612
O -6.805 -4.021 -3.833
H -5.887 -1.996 -0.825
H -4.500 -2.828 -1.118
H -6.711 -4.409 -2.850
H -4.589 -2.285 -3.452
H -5.558 -0.978 -2.729
C 0.553 6.117 3.639
C 1.641 5.194 3.834
C 2.365 4.901 4.924
C 3.504 4.057 4.800
N 3.849 3.401 3.497
C 3.181 3.917 2.491
S 3.111 3.627 0.712
N 2.022 4.747 2.561
C 4.145 3.708 6.037
H 0.213 6.585 4.570
H -0.310 5.575 3.250
H 0.762 6.908 2.942
H 1.847 5.134 5.880
H 1.410 4.814 1.745
H 3.570 3.244 6.835
H 4.527 4.649 6.530
H 5.068 3.123 5.937
O 3.635 2.181 0.689

Results
Net charge = -2
Relative energy (zero: lowest compared OMol25 entry of this formula, charge and spin) = 6.620 eV
Kohn-Sham gap (alpha / beta) = 4.38 / 4.95 eV
LUMO energy (alpha / beta) = 3.453 / 3.452 eV
HOMO energy (alpha / beta) = -0.0342 / -0.0551 Eh